Below is a 12-piece molecular cluster, C81H102F10N18O21S10 overall, with properties calculated with ωB97M-V/def2-TZVPD.

Structure (XYZ):
```
242
Properties=species:S:1:pos:R:3:forces:R:3
C 1.263 -2.918 2.063 -0.63 0.03 -0.42
C 0.747 -1.524 2.537 -0.29 -1.62 2.84
C 1.949 -0.603 2.426 -0.73 2.55 -1.05
C 2.143 0.012 1.017 -0.66 -1.29 -1.27
C 0.835 0.375 0.285 -0.32 0.30 2.29
C -0.337 -0.613 0.449 -1.64 4.00 0.03
N -0.528 -1.009 1.903 -2.05 -2.35 -0.29
O -1.784 -1.596 2.269 5.07 2.14 -1.18
C -0.152 -1.644 -0.579 0.90 -2.24 -0.61
C -1.545 0.351 0.024 -0.98 -2.09 -0.11
C 0.518 -1.700 4.113 -0.83 -0.65 -0.90
H 1.854 -3.336 2.878 0.08 0.02 -0.14
H 1.891 -2.833 1.176 -0.01 0.04 -0.10
H 0.477 -3.638 1.836 -0.21 0.12 0.09
H 2.867 -1.075 2.776 -0.22 -0.30 -0.01
H 1.776 0.253 3.078 0.06 -0.01 0.40
H 2.550 -0.781 0.389 0.79 0.22 -0.08
H 2.710 0.942 0.976 0.64 -0.31 0.26
H 0.880 0.582 -0.784 0.55 -0.08 -0.01
H 0.501 1.296 0.764 -0.04 0.51 -0.08
H -0.502 -1.325 -1.561 -0.82 -0.42 0.15
H -0.453 -2.633 -0.235 -0.86 0.13 -0.55
H 0.895 -1.815 -0.826 0.50 0.18 0.37
H -1.588 0.527 -1.050 0.92 0.42 -0.15
H -1.685 1.285 0.568 0.48 0.08 0.24
H -2.485 -0.199 0.066 -0.20 -0.32 0.61
H -0.358 -2.305 4.346 -0.34 0.06 -0.47
H 0.367 -0.778 4.676 0.39 0.19 -0.17
H 1.289 -2.338 4.545 0.47 0.66 0.00
C 5.712 -0.129 3.038 -0.44 0.56 -0.58
N 6.239 -0.823 1.858 0.63 -0.29 -3.23
C 7.299 -1.669 1.976 -1.70 0.98 2.00
C 7.812 -2.376 0.960 0.09 -1.38 -1.42
C 7.367 -2.215 -0.358 -1.70 1.72 0.28
C 6.306 -1.257 -0.548 1.07 -1.08 1.35
C 5.761 -0.611 0.569 0.54 -0.64 0.67
C 7.928 -2.974 -1.489 0.04 0.12 -1.32
C 9.171 -3.562 -1.371 0.81 -2.56 -0.95
C 9.691 -4.373 -2.451 -1.72 1.69 1.40
N 9.016 -4.369 -3.581 -0.52 0.85 -0.95
C 7.886 -3.618 -3.823 1.18 -0.41 0.64
C 7.286 -2.985 -2.775 0.75 0.70 0.69
C 9.536 -5.239 -4.639 0.19 0.35 -0.74
H 4.915 0.545 2.725 -0.01 -0.16 -0.19
H 6.503 0.532 3.392 -0.01 -0.39 0.56
H 5.288 -0.875 3.711 0.48 0.22 0.32
H 7.591 -1.838 3.002 0.29 0.00 0.05
H 8.401 -3.242 1.226 0.64 0.35 -0.01
H 5.870 -1.112 -1.525 -0.14 0.30 -0.04
H 4.909 0.042 0.451 0.07 0.15 0.20
H 9.701 -3.676 -0.436 0.14 0.58 0.04
H 10.545 -5.034 -2.471 0.31 0.25 0.57
H 7.623 -3.532 -4.867 -0.50 -0.11 0.04
H 6.444 -2.347 -2.999 -0.38 -0.14 -0.01
H 9.550 -6.206 -4.137 0.18 -0.31 -1.09
H 10.501 -4.881 -4.998 0.38 -0.24 0.63
H 8.949 -5.106 -5.548 -0.51 -0.74 0.34
C -12.622 -2.387 2.426 -2.03 -0.68 0.09
N -11.256 -2.595 2.755 0.84 -1.64 0.53
C -10.457 -1.588 2.651 3.57 1.77 -0.08
C -9.070 -1.754 2.803 0.32 -1.33 0.87
C -8.541 -3.044 3.155 -1.48 1.36 -0.87
C -9.442 -4.075 3.264 -2.46 -0.18 1.07
C -10.834 -3.826 3.150 1.28 0.49 -0.72
C -7.133 -3.341 3.463 0.38 2.21 0.27
C -6.783 -4.000 4.623 1.73 -1.51 0.95
C -5.429 -4.303 4.898 -0.42 2.10 -2.06
N -4.469 -3.710 4.046 -1.36 -2.12 2.43
C -4.820 -2.887 3.072 0.20 -0.33 -0.68
C -6.153 -2.647 2.778 0.23 0.10 -0.28
C -3.038 -4.141 4.147 -0.89 0.17 0.10
H -12.805 -3.168 1.688 -0.97 0.02 0.32
H -12.905 -1.433 1.981 0.77 0.05 0.04
H -13.135 -2.450 3.385 -0.74 -0.46 -0.41
H -10.933 -0.634 2.483 0.29 0.08 -0.24
H -8.373 -0.929 2.809 -0.34 0.27 -0.26
H -9.105 -5.021 3.661 -0.22 -0.31 -0.36
H -11.653 -4.514 3.303 0.30 -0.45 -0.01
H -7.546 -4.294 5.329 0.05 -0.39 0.02
H -5.090 -4.918 5.720 0.06 0.08 -0.02
H -3.934 -2.651 2.501 -0.48 1.00 -0.64
H -6.482 -1.936 2.034 0.57 -0.30 -0.51
H -2.403 -3.364 4.572 -0.29 0.07 0.02
H -2.739 -4.320 3.114 0.25 -0.42 0.30
H -3.059 -5.011 4.803 0.45 -0.06 -0.40
C 5.670 6.008 4.584 0.51 0.34 0.69
N 4.336 5.441 4.889 -1.90 -0.69 0.78
C 3.168 6.090 4.604 -0.18 -1.28 -0.14
C 1.943 5.398 4.710 0.66 -0.39 0.22
C 1.907 4.065 5.165 -0.43 1.10 0.09
C 3.055 3.551 5.750 -0.06 -0.22 -1.36
C 4.237 4.228 5.521 0.92 0.85 -0.02
C 0.650 3.246 4.991 -0.93 -0.95 -1.12
C 0.497 2.488 3.756 -0.03 0.65 1.50
C -0.612 1.690 3.549 0.25 1.83 0.88
N -1.606 1.698 4.487 -0.23 -0.72 -1.76
C -1.577 2.472 5.564 0.23 -0.11 -0.22
C -0.452 3.223 5.868 0.87 -0.01 -0.12
C -2.825 0.893 4.120 0.90 0.80 -0.38
H 6.316 5.259 4.125 -0.45 0.09 -0.64
H 6.204 6.251 5.503 -0.39 0.10 0.33
H 5.558 6.945 4.038 0.01 -0.43 -0.29
H 3.226 7.095 4.214 0.11 0.03 -0.01
H 0.994 5.841 4.449 0.24 0.44 -0.26
H 3.013 2.531 6.100 0.50 0.10 0.46
H 5.200 3.855 5.838 -0.01 -0.29 0.01
H 1.219 2.580 2.959 0.23 -0.01 0.02
H -0.819 1.275 2.574 0.01 -0.60 0.28
H -2.506 2.511 6.113 0.19 -0.07 0.44
H -0.463 3.748 6.812 0.13 0.28 -0.04
H -3.650 1.372 4.647 -0.15 -0.78 -0.02
H -2.593 -0.166 4.235 -0.37 0.07 0.70
H -2.919 0.988 3.038 -0.33 0.24 0.05
C -2.066 6.755 -1.528 0.73 -1.87 -0.09
N -0.806 5.967 -1.795 1.03 0.96 -1.34
C -0.444 4.855 -1.118 0.26 0.65 -0.72
C 0.803 4.315 -1.351 -0.26 -1.89 0.85
C 1.641 4.631 -2.405 -0.40 2.51 -0.50
C 1.204 5.718 -3.162 -1.55 0.74 0.66
C 0.021 6.423 -2.774 0.84 -1.32 -0.27
C 2.983 4.063 -2.681 -0.75 0.42 -0.24
C 3.159 2.714 -2.448 0.69 -1.08 0.79
C 4.368 2.133 -2.663 0.91 1.17 0.22
N 5.399 2.890 -3.126 0.74 -1.35 -0.56
C 5.228 4.137 -3.567 -1.55 1.04 1.58
C 4.000 4.841 -3.247 1.43 -2.45 -1.35
C 6.737 2.151 -3.325 -1.08 1.45 0.39
H -2.176 7.497 -2.319 0.14 0.21 0.57
H -1.990 7.063 -0.485 -0.25 0.61 -0.34
H -2.870 6.029 -1.652 -0.14 0.07 0.03
H -1.210 4.441 -0.479 0.32 -0.05 0.29
H 1.133 3.487 -0.742 -0.35 -0.09 0.17
H 1.754 6.041 -4.033 -0.21 0.25 -0.03
H -0.286 7.328 -3.276 0.03 -0.07 -0.10
H 2.494 2.014 -1.964 -0.86 0.54 -0.36
H 4.562 1.117 -2.351 0.21 0.04 -0.39
H 6.111 4.583 -3.999 -0.18 0.29 -0.15
H 3.838 5.817 -3.679 0.19 0.17 0.46
H 7.587 2.796 -3.101 -0.32 0.41 -0.13
H 6.730 1.885 -4.382 0.19 -0.79 0.34
H 6.743 1.427 -2.511 0.02 -0.53 -0.74
C -0.831 -5.289 -0.499 -0.39 -1.54 0.36
N 0.611 -5.671 -0.472 1.92 2.53 -0.94
C 1.085 -6.427 0.563 -1.87 0.63 -2.38
C 2.417 -6.685 0.655 -0.08 -0.22 0.98
C 3.313 -6.026 -0.175 0.36 -0.26 0.00
C 2.846 -5.205 -1.190 -0.31 0.05 0.17
C 1.475 -5.000 -1.325 -0.62 -1.88 0.69
C 4.790 -6.224 0.044 -3.41 1.07 1.90
C 5.586 -6.519 -0.961 5.26 -1.91 -1.61
C 6.968 -6.779 -0.620 -2.03 -0.02 -0.47
N 7.429 -6.662 0.630 -1.11 -0.21 -1.69
C 6.670 -6.191 1.627 -2.49 -0.50 -1.14
C 5.274 -6.049 1.332 2.85 0.31 1.82
C 8.824 -6.954 0.856 0.46 0.79 1.01
H -1.256 -4.903 -1.426 0.75 0.36 -0.43
H -0.988 -4.642 0.363 -0.23 -0.04 -0.15
H -1.325 -6.255 -0.400 -0.45 0.16 0.33
H 0.212 -6.814 1.068 0.61 -0.59 0.83
H 2.708 -7.402 1.409 0.33 0.04 0.07
H 3.546 -4.738 -1.866 -0.20 0.23 -0.17
H 1.021 -4.474 -2.151 -0.17 0.42 -0.10
H 5.320 -6.807 -1.967 -0.41 0.40 -0.09
H 7.681 -7.175 -1.328 -0.12 0.01 -0.17
H 7.240 -6.066 2.535 -0.70 0.10 0.47
H 4.636 -5.787 2.163 -0.17 0.08 -0.11
H 8.897 -7.279 1.894 0.46 -0.19 -0.20
H 9.209 -5.938 0.766 1.24 -0.42 -0.02
H 9.232 -7.690 0.163 -0.09 0.24 0.10
C -4.951 1.652 -0.055 1.13 -0.12 0.38
N -5.670 2.789 -0.671 -0.79 -0.79 0.23
C -6.633 2.509 -1.602 0.01 0.81 0.27
C -7.483 3.505 -2.050 0.54 1.76 0.05
C -7.331 4.851 -1.588 -1.03 -0.60 0.46
C -6.348 5.071 -0.609 0.72 -0.87 0.04
C -5.543 4.006 -0.117 -1.67 1.40 -1.67
C -8.371 5.946 -1.972 1.34 1.22 -0.49
C -8.007 7.317 -1.941 -0.37 -0.58 -0.26
C -8.899 8.321 -2.355 -0.90 -1.12 0.02
N -10.104 7.982 -2.876 -1.26 -1.89 1.17
C -10.587 6.658 -2.766 2.54 2.14 -0.03
C -9.676 5.669 -2.380 -0.85 -0.40 0.22
C -11.102 8.989 -3.427 1.29 0.34 0.48
H -4.972 0.703 -0.590 -0.91 0.16 -0.27
H -5.301 1.559 0.973 -0.14 -0.22 -0.14
H -3.877 1.834 -0.031 -0.04 0.58 -0.01
H -6.744 1.476 -1.896 0.26 -0.13 -0.16
H -8.212 3.367 -2.834 -0.01 -0.68 0.06
H -6.142 6.054 -0.213 -0.26 0.02 0.20
H -4.897 4.185 0.730 0.29 -0.38 -0.20
H -7.007 7.588 -1.637 -0.10 0.29 0.13
H -8.797 9.375 -2.144 0.61 0.12 -0.51
H -11.650 6.628 -2.954 0.08 -0.80 -0.28
H -9.991 4.639 -2.301 -0.47 0.02 -0.16
H -11.063 8.900 -4.512 -0.37 -0.11 0.12
H -10.734 9.979 -3.157 -0.04 -0.03 -0.05
H -12.080 8.859 -2.964 0.12 -0.29 -0.26
N -1.069 -4.914 -5.325 0.88 2.96 1.07
S -1.231 -3.396 -4.708 1.26 4.01 -4.64
O -1.180 -3.197 -3.269 0.38 -0.67 -0.41
O -2.096 -2.516 -5.515 1.92 -1.92 2.41
F 0.282 -2.933 -5.253 -1.52 -0.56 1.14
S -2.339 -5.510 -4.719 -4.93 -3.95 1.40
O -3.567 -4.692 -4.798 2.62 -1.95 0.13
O -2.115 -6.207 -3.441 -0.03 0.99 -0.92
F -2.484 -6.753 -5.731 -0.14 1.12 0.64
N 5.320 2.419 0.952 -5.57 1.72 0.41
S 6.550 3.204 0.634 9.60 0.80 -1.54
O 7.293 3.583 1.818 -0.86 -0.42 -0.97
O 6.678 4.020 -0.531 -1.51 0.63 0.35
F 7.346 1.926 0.001 0.04 -0.68 0.82
S 4.342 3.778 1.232 -3.80 0.28 0.83
O 3.048 3.659 0.537 2.67 0.20 0.88
O 4.889 5.107 1.517 -0.72 -2.68 -1.11
F 3.926 3.303 2.704 -0.25 -0.22 0.63
N 4.631 -0.980 -3.752 -3.93 -1.80 5.69
S 4.518 -0.533 -5.175 1.24 -0.63 -10.05
O 4.376 0.873 -5.508 -0.21 -1.41 1.43
O 4.014 -1.557 -6.128 -0.39 2.62 2.82
F 6.067 -0.810 -5.443 1.38 0.64 0.26
S 2.969 -1.265 -3.320 -2.11 1.63 -0.11
O 2.319 -2.525 -3.556 1.74 0.78 -0.10
O 2.144 -0.050 -3.408 2.13 -2.17 -0.07
F 3.244 -1.355 -1.757 0.94 -0.06 1.23
N -6.009 -1.181 -1.745 -6.53 0.94 0.04
S -5.125 -2.290 -1.327 10.89 -6.36 -0.66
O -4.998 -3.587 -2.092 -1.68 4.09 2.81
O -4.747 -2.286 0.088 -0.94 -0.41 0.12
F -3.803 -1.509 -1.838 0.16 0.09 -0.35
S -7.412 -2.053 -1.353 -4.36 -0.90 0.02
O -7.406 -2.923 -0.139 0.50 2.37 -2.22
O -8.156 -2.538 -2.475 1.36 0.50 0.84
F -8.333 -0.805 -0.883 0.71 0.24 0.30
N -0.981 2.820 -5.573 2.72 -6.68 1.94
S -1.934 3.712 -4.912 -5.22 8.75 -2.03
O -2.012 3.958 -3.459 -0.24 -1.11 -1.03
O -3.059 3.964 -5.781 -0.72 -0.94 2.11
F -1.091 4.968 -5.361 0.95 2.63 0.63
S -0.858 1.784 -4.313 4.51 -5.62 -0.43
O -2.012 1.032 -3.872 0.08 2.14 0.58
O 0.260 2.117 -3.411 -2.08 0.82 0.14
F -0.125 0.594 -5.039 -0.01 0.37 -0.95
```
Forces are in eV/Å.

Summary:
* 2S+1: 2
* E_tot: -10690.59281 Eh
* HOMO energy: -16.7602 eV
* total charge: +7
* orbital gap: 2.80 eV